1.
{
  "formula": "C7H14O",
  "method": "wB97M-V/def2-TZVPD",
  "gap_ev": 10.14,
  "charge": 0,
  "spin_multiplicity": 1,
  "de_lowest_kj_mol": 125.0,
  "e_tot_ha": -350.311835,
  "species": ["C", "O", "C", "C", "C", "C", "C", "C", "H", "H", "H", "H", "H", "H", "H", "H", "H", "H", "H", "H", "H", "H"],
  "positions_angstrom": [[-1.73094, 1.48264, -1.26032], [-2.39090, 2.68672, -1.73142], [-0.52567, 1.91603, -0.40683], [0.44590, 0.76413, -0.18054], [-0.17895, -0.44997, 0.55049], [0.73392, -2.21587, 2.05760], [0.86721, -1.45585, 0.97286], [1.95225, -1.83492, -0.00013], [-2.45054, 0.85411, -0.73920], [-1.34076, 0.96735, -2.14105], [-3.31152, 2.61186, -1.47460], [-0.02941, 2.69071, -1.00095], [-0.74462, 2.44023, 0.52674], [0.80541, 0.46774, -1.16988], [1.30257, 1.09039, 0.40901], [-0.58275, -0.07919, 1.49935], [-0.97535, -0.85986, -0.06353], [-0.05092, -2.05329, 2.78632], [1.38584, -3.06050, 2.23456], [1.82840, -1.45613, -1.01461], [2.96430, -1.59022, 0.33066], [2.02652, -2.91612, -0.18453]]
}

2.
{
  "formula": "C4H4N2",
  "method": "wB97M-V/def2-TZVPD",
  "gap_ev": 10.62,
  "charge": 0,
  "spin_multiplicity": 1,
  "de_lowest_kj_mol": 323.7,
  "e_tot_ha": -264.203158,
  "species": ["N", "C", "C", "C", "C", "N", "H", "H", "H", "H"],
  "positions_angstrom": [[1.29525, 0.72000, -0.00697], [0.69307, 0.47153, 1.08816], [-0.70481, 0.13883, 1.10419], [-1.87688, -0.13479, 1.14422], [-0.40817, -1.42759, -2.90822], [0.06378, -0.62208, -2.19904], [0.49424, 0.01589, -1.52495], [2.27911, 0.93486, 0.15088], [1.19231, 0.49218, 2.06117], [-2.91760, -0.37882, 1.15770]]
}

3.
{
  "formula": "C4H7NO",
  "method": "wB97M-V/def2-TZVPD",
  "gap_ev": [7.97, 7.54],
  "charge": 0,
  "spin_multiplicity": 1,
  "de_lowest_kj_mol": 614.5,
  "e_tot_ha": -286.397608,
  "species": ["C", "C", "C", "C", "O", "N", "H", "H", "H", "H", "H", "H", "H"],
  "positions_angstrom": [[-0.30612, -0.84050, 0.17722], [1.34941, 0.11232, -0.27164], [-1.04459, 0.30969, 0.13327], [-1.95960, 1.22625, 0.17763], [-0.61468, -1.78306, -0.80580], [2.32816, -0.17894, 0.56031], [0.03862, -2.49482, -0.73790], [-0.04430, -1.25970, 1.14635], [2.79327, 0.67084, 0.88265], [1.33999, -0.17410, -1.33427], [0.86467, 1.16368, -0.24420], [-3.01039, 0.96385, 0.05761], [-1.73444, 2.28450, 0.25877]]
}

4.
{
  "formula": "C27H27N5OS4SbTc",
  "method": "wB97M-V/def2-TZVPD",
  "gap_ev": 5.68,
  "charge": 2,
  "spin_multiplicity": 1,
  "de_lowest_kj_mol": 380.9,
  "e_tot_ha": -3307.367789,
  "species": ["Tc", "O", "C", "N", "C", "C", "C", "C", "C", "C", "N", "C", "C", "C", "C", "C", "N", "H", "H", "H", "H", "H", "H", "H", "H", "H", "H", "C", "C", "C", "C", "C", "C", "C", "C", "C", "C", "N", "C", "C", "C", "C", "C", "N", "H", "H", "H", "H", "H", "H", "H", "H", "H", "H", "H", "H", "H", "H", "H", "H", "H", "S", "Sb", "S", "S", "S"],
  "positions_angstrom": [[-0.71633, -0.71822, 0.25472], [1.40488, 2.72006, 0.98042], [0.96888, 1.47035, 0.52291], [-0.28783, 1.07379, 0.77659], [-1.37113, 2.04890, 0.89233], [-2.70027, 1.37865, 0.63949], [-3.88904, 2.07320, 0.78569], [-5.08550, 1.42407, 0.53663], [-5.06329, 0.09145, 0.15038], [-3.84475, -0.54149, 0.03076], [-2.68197, 0.08591, 0.26456], [1.97031, 0.35575, 0.57322], [3.31058, 0.59166, 0.78178], [4.17632, -0.49962, 0.79478], [3.66057, -1.76394, 0.58434], [2.29221, -1.91304, 0.39068], [1.45697, -0.87892, 0.39900], [-1.24149, 2.85293, 0.16191], [-1.36895, 2.50364, 1.88537], [-3.87361, 3.10888, 1.09812], [-6.02484, 1.94861, 0.64770], [-5.97492, -0.45318, -0.04843], [-3.77224, -1.58528, -0.24802], [3.66529, 1.59847, 0.95011], [5.23422, -0.35638, 0.96946], [4.29655, -2.63795, 0.57950], [1.85068, -2.88423, 0.20944], [4.23805, -0.80725, -4.97163], [4.16259, -1.27698, -3.51540], [2.88197, -2.00386, -3.20704], [2.89910, -3.39142, -3.31652], [1.79322, -4.16425, -3.01773], [0.62138, -3.56147, -2.58172], [0.55660, -2.18735, -2.46109], [-0.73282, -1.55766, -2.00427], [-1.82206, -1.51009, -3.07647], [1.68016, -1.38775, -2.78822], [1.54218, -0.04618, -2.43506], [2.25166, 0.95438, -2.77434], [2.04600, 2.16743, -1.98723], [2.96724, 3.30709, -1.92785], [2.67583, 4.00630, -0.82109], [1.40884, 3.44505, -0.25909], [1.11931, 2.28112, -1.07771], [5.16513, -0.26670, -5.15961], [3.39930, -0.16311, -5.24439], [4.20598, -1.66380, -5.64447], [4.30841, -0.44249, -2.82558], [4.98982, -1.96169, -3.32493], [3.81501, -3.87253, -3.63767], [1.84411, -5.24088, -3.11398], [-0.23761, -4.16750, -2.32838], [-0.51150, -0.49160, -1.75649], [-1.16007, -2.15118, -1.13981], [-1.46022, -0.94501, -3.93484], [-2.72709, -1.03502, -2.69892], [-2.06958, -2.51706, -3.41077], [3.02105, 0.97384, -3.53698], [3.76260, 3.49509, -2.63398], [3.16566, 4.89974, -0.46222], [0.61623, 4.19906, -0.26447], [-0.91412, -4.58815, 3.60814], [-1.99775, -6.04947, 1.96746], [0.21790, -3.28668, 2.52472], [-1.30006, -2.01959, 1.82194], [-1.62185, -5.04511, 0.04420]]
}

5.
{
  "formula": "C25H22N4O6",
  "method": "wB97M-V/def2-TZVPD",
  "gap_ev": 7.84,
  "charge": 0,
  "spin_multiplicity": 1,
  "e_tot_ha": -1636.435224,
  "species": ["C", "H", "O", "C", "C", "C", "C", "C", "C", "H", "H", "C", "N", "C", "C", "C", "C", "C", "C", "C", "C", "H", "C", "O", "O", "C", "C", "O", "C", "C", "N", "H", "H", "N", "C", "O", "N", "C", "O", "C", "H", "H", "H", "C", "H", "H", "H", "H", "H", "H", "H", "H", "H", "H", "H", "H", "H"],
  "positions_angstrom": [[2.70912, 5.98603, 0.54432], [2.07657, 6.51126, -0.17826], [2.81478, 4.61646, 0.23927], [1.68474, 3.86279, 0.21905], [0.40512, 4.33063, 0.50835], [-0.67309, 3.46901, 0.46074], [-0.51320, 2.12381, 0.13674], [0.77293, 1.66823, -0.16023], [1.85385, 2.51861, -0.12377], [2.84405, 2.16627, -0.36871], [0.93154, 0.64066, -0.44876], [-1.68307, 1.24171, 0.10002], [-2.86376, 1.80956, -0.00461], [-3.96880, 1.04914, -0.05384], [-5.21445, 1.70225, -0.17625], [-6.37079, 0.97781, -0.24118], [-6.33545, -0.42446, -0.18812], [-5.14584, -1.09050, -0.06902], [-3.93609, -0.37557, 0.00744], [-2.65312, -0.97157, 0.13771], [-1.54421, -0.16300, 0.18783], [-0.57109, -0.60641, 0.32234], [-2.46113, -2.44517, 0.25383], [-3.23338, -3.22794, 0.74676], [-1.26901, -2.77659, -0.25353], [-0.80654, -4.11475, -0.11813], [0.56158, -4.07037, 0.54795], [0.76918, -4.76301, 1.54080], [1.51235, -3.11513, 0.02151], [2.58635, -2.70402, 0.82583], [2.84914, -3.31958, 1.97717], [3.49800, -2.94731, 2.64621], [2.18679, -4.06672, 2.21813], [3.37321, -1.66139, 0.44033], [3.20167, -1.00113, -0.78099], [3.89479, -0.05602, -1.07942], [2.23567, -1.49885, -1.60099], [1.37218, -2.57248, -1.31458], [0.63140, -2.98119, -2.18100], [2.11890, -0.85330, -2.89942], [1.29095, -1.32319, -3.42449], [1.93310, 0.21192, -2.76476], [3.04369, -0.98107, -3.46127], [4.45048, -1.19019, 1.28949], [4.93507, -0.37128, 0.75907], [4.06123, -0.81366, 2.23705], [5.17813, -1.98385, 1.46496], [-0.72933, -4.55453, -1.11667], [-1.49819, -4.69105, 0.50515], [-5.12048, -2.16729, -0.01970], [-7.26043, -0.97912, -0.24306], [-7.32264, 1.47976, -0.33673], [-5.21429, 2.78009, -0.22116], [-1.66637, 3.82792, 0.67944], [0.23863, 5.36390, 0.76995], [2.31671, 6.14457, 1.55412], [3.72287, 6.37930, 0.48709]]
}

6.
{
  "formula": "C21H27BN3O5ReSeSi2",
  "method": "wB97M-V/def2-TZVPD",
  "s2": 3.78,
  "gap_ev": [7.01, 6.33],
  "charge": -1,
  "spin_multiplicity": 4,
  "de_lowest_kj_mol": 79.5,
  "e_tot_ha": -4440.578204,
  "species": ["Re", "O", "C", "C", "O", "C", "C", "O", "C", "O", "O", "C", "Si", "C", "C", "C", "C", "C", "C", "C", "Si", "C", "C", "H", "H", "H", "H", "H", "H", "H", "H", "H", "H", "H", "H", "H", "H", "H", "H", "B", "C", "N", "H", "H", "H", "C", "N", "C", "C", "N", "C", "C", "Se", "H", "H", "H", "H", "H", "H", "H", "H"],
  "positions_angstrom": [[-0.32941, -0.03622, 0.18289], [-2.62757, 5.77911, -1.10236], [-2.24313, 4.66452, -0.83744], [-2.35211, 3.45214, -1.72466], [-2.73084, 3.43950, -2.88479], [-1.76371, 2.34914, -0.96975], [-1.23933, 2.82212, 0.26137], [-0.55895, 2.06655, 1.03626], [-1.44725, 4.26349, 0.37664], [-0.96993, 5.01883, 1.20780], [-1.57888, 1.14895, -1.36341], [0.45626, -2.36911, -2.63813], [-0.39660, -2.24421, -0.93030], [-2.13527, -2.96139, -1.21721], [0.54465, -3.47414, 0.19464], [0.69373, -4.81087, -0.17855], [1.37781, -5.71165, 0.62311], [1.92734, -5.28434, 1.82432], [1.78388, -3.95971, 2.20930], [1.09918, -3.04259, 1.41084], [0.92224, -1.22046, 1.95609], [0.09654, -1.20007, 3.66927], [2.70430, -0.60472, 2.27165], [0.43662, -3.40546, -2.98568], [1.49755, -2.04508, -2.58807], [-0.05590, -1.75562, -3.38398], [-2.07460, -3.92305, -1.73255], [-2.73743, -2.28482, -1.82833], [-2.65815, -3.10861, -0.27036], [0.26481, -5.15427, -1.11579], [1.48369, -6.74566, 0.31539], [2.46409, -5.98168, 2.45706], [2.21421, -3.63140, 3.15134], [0.72144, -1.71914, 4.40003], [-0.87997, -1.68669, 3.63874], [-0.05322, -0.17451, 4.01463], [3.16411, -1.18418, 3.07659], [2.71263, 0.44747, 2.56709], [3.32181, -0.70758, 1.37725], [-4.33135, -1.06382, 2.38047], [-3.01148, -0.73531, 1.65203], [-1.99790, -0.54706, 1.11573], [-4.34180, -2.26855, 2.50197], [-4.30816, -0.50780, 3.45308], [-5.25010, -0.67127, 1.70299], [0.39750, 1.99040, -3.66460], [0.95036, 2.87696, -2.65520], [0.93722, 4.24976, -2.69493], [1.50419, 4.68921, -1.54952], [1.85823, 3.58005, -0.81975], [2.47250, 3.59230, 0.49793], [1.47859, 2.47405, -1.48523], [1.82011, 0.71018, -0.96295], [0.06059, 2.59202, -4.50402], [-0.45055, 1.45377, -3.24533], [1.15462, 1.27703, -3.98742], [0.49879, 4.79616, -3.51077], [1.65596, 5.68938, -1.18337], [2.49806, 4.61771, 0.85575], [3.47903, 3.17762, 0.44778], [1.87094, 3.00262, 1.18442]]
}

Please write out number 5 again, unchanged.
{
  "formula": "C25H22N4O6",
  "method": "wB97M-V/def2-TZVPD",
  "gap_ev": 7.84,
  "charge": 0,
  "spin_multiplicity": 1,
  "e_tot_ha": -1636.435224,
  "species": ["C", "H", "O", "C", "C", "C", "C", "C", "C", "H", "H", "C", "N", "C", "C", "C", "C", "C", "C", "C", "C", "H", "C", "O", "O", "C", "C", "O", "C", "C", "N", "H", "H", "N", "C", "O", "N", "C", "O", "C", "H", "H", "H", "C", "H", "H", "H", "H", "H", "H", "H", "H", "H", "H", "H", "H", "H"],
  "positions_angstrom": [[2.70912, 5.98603, 0.54432], [2.07657, 6.51126, -0.17826], [2.81478, 4.61646, 0.23927], [1.68474, 3.86279, 0.21905], [0.40512, 4.33063, 0.50835], [-0.67309, 3.46901, 0.46074], [-0.51320, 2.12381, 0.13674], [0.77293, 1.66823, -0.16023], [1.85385, 2.51861, -0.12377], [2.84405, 2.16627, -0.36871], [0.93154, 0.64066, -0.44876], [-1.68307, 1.24171, 0.10002], [-2.86376, 1.80956, -0.00461], [-3.96880, 1.04914, -0.05384], [-5.21445, 1.70225, -0.17625], [-6.37079, 0.97781, -0.24118], [-6.33545, -0.42446, -0.18812], [-5.14584, -1.09050, -0.06902], [-3.93609, -0.37557, 0.00744], [-2.65312, -0.97157, 0.13771], [-1.54421, -0.16300, 0.18783], [-0.57109, -0.60641, 0.32234], [-2.46113, -2.44517, 0.25383], [-3.23338, -3.22794, 0.74676], [-1.26901, -2.77659, -0.25353], [-0.80654, -4.11475, -0.11813], [0.56158, -4.07037, 0.54795], [0.76918, -4.76301, 1.54080], [1.51235, -3.11513, 0.02151], [2.58635, -2.70402, 0.82583], [2.84914, -3.31958, 1.97717], [3.49800, -2.94731, 2.64621], [2.18679, -4.06672, 2.21813], [3.37321, -1.66139, 0.44033], [3.20167, -1.00113, -0.78099], [3.89479, -0.05602, -1.07942], [2.23567, -1.49885, -1.60099], [1.37218, -2.57248, -1.31458], [0.63140, -2.98119, -2.18100], [2.11890, -0.85330, -2.89942], [1.29095, -1.32319, -3.42449], [1.93310, 0.21192, -2.76476], [3.04369, -0.98107, -3.46127], [4.45048, -1.19019, 1.28949], [4.93507, -0.37128, 0.75907], [4.06123, -0.81366, 2.23705], [5.17813, -1.98385, 1.46496], [-0.72933, -4.55453, -1.11667], [-1.49819, -4.69105, 0.50515], [-5.12048, -2.16729, -0.01970], [-7.26043, -0.97912, -0.24306], [-7.32264, 1.47976, -0.33673], [-5.21429, 2.78009, -0.22116], [-1.66637, 3.82792, 0.67944], [0.23863, 5.36390, 0.76995], [2.31671, 6.14457, 1.55412], [3.72287, 6.37930, 0.48709]]
}